Computed, not measured: a molecular structure, C22H36Br2ClN9OP, with ωB97M-V with the def2-TZVPD basis set.

Last column: Mulliken charge in e.
Atoms and positions in Å:
C: -3.35905 1.16187 -1.05246  -1.481
C: -1.96123 0.95928 -1.66005  0.200
Br: -0.98271 2.63405 -1.73672  -0.117
C: -1.08945 -0.12911 -1.00068  -0.326
Br: -1.31722 -1.81782 -1.89789  0.043
P: -1.36411 -0.42018 0.77696  0.038
C: -1.52220 1.05105 1.79894  -0.276
N: -0.31567 1.87903 1.74148  -0.381
C: 0.06054 -1.27956 1.45552  -0.025
C: 0.35571 -2.70247 1.02989  0.101
O: 1.42083 -3.10203 0.75490  -0.416
Cl: -1.04603 -3.76596 1.11275  -0.132
H: -3.69901 0.28116 -0.49502  0.355
H: -3.40968 2.04379 -0.40995  0.167
H: -4.08467 1.31760 -1.85578  0.423
H: -2.09308 0.68142 -2.70753  0.533
H: -0.02828 0.13088 -1.09037  0.348
H: -2.49270 -1.22008 0.92779  0.268
H: -2.42747 1.61038 1.53849  0.114
H: -1.69501 0.61890 2.80072  0.536
H: -0.04159 2.11503 2.69117  0.298
H: 0.47817 1.37077 1.36019  -0.074
H: 0.94302 -0.67884 1.19423  0.127
H: -0.02525 -1.25287 2.55002  0.473
C: 0.32987 -3.66512 -5.21286  -0.753
C: -0.75378 -2.70014 -5.32445  0.385
N: -1.64836 -1.98821 -5.42015  -0.429
H: 0.28709 -4.16417 -4.24582  0.243
H: 0.23036 -4.41194 -5.99894  0.343
H: 1.28702 -3.15525 -5.31502  0.228
C: 3.85418 -1.10402 4.20726  -0.949
C: 2.56133 -0.47302 3.99543  0.517
N: 1.54545 0.02956 3.80629  -0.436
H: 3.96559 -1.38200 5.25404  0.331
H: 3.93778 -1.99590 3.58822  0.311
H: 4.64409 -0.40075 3.94255  0.257
C: -1.10531 1.60153 -5.45147  -0.234
C: -1.92867 2.79133 -5.63156  0.126
N: -2.55823 3.74436 -5.75179  -0.415
H: -0.58355 1.70440 -4.50234  -0.009
H: -1.72421 0.70694 -5.44528  0.137
H: -0.37437 1.50298 -6.25225  0.430
C: 3.64015 2.93854 5.81582  -0.730
C: 4.88097 2.35857 5.31606  0.387
N: 5.85744 1.89991 4.92230  -0.435
H: 3.11800 2.21838 6.44351  0.260
H: 3.86055 3.82685 6.40528  0.326
H: 2.99844 3.21363 4.98059  0.212
C: 3.37086 -1.01579 -2.25588  -0.550
C: 2.35596 -0.89473 -3.29691  0.367
N: 1.55615 -0.82552 -4.11927  -0.360
H: 3.28759 -1.98574 -1.76760  0.229
H: 4.36303 -0.92479 -2.69507  0.347
H: 3.23899 -0.23322 -1.50964  -0.022
C: 3.32170 3.22365 -1.08950  -0.971
C: 2.99087 2.24484 -0.06684  0.466
N: 2.70843 1.50127 0.76213  -0.438
H: 3.20920 4.22832 -0.68511  0.364
H: 4.34908 3.09082 -1.42492  0.334
H: 2.64626 3.10478 -1.93653  0.250
C: -4.83325 4.77558 0.11399  -0.769
C: -4.98733 3.68080 1.06370  0.459
N: -5.00583 2.80675 1.80914  -0.461
H: -5.02843 5.74405 0.56933  0.335
H: -3.79782 4.75078 -0.22682  0.231
H: -5.50251 4.64285 -0.73407  0.277
C: -2.37165 -6.88622 2.15015  -0.438
C: -2.68723 -7.47123 3.44739  0.224
N: -2.93614 -7.93152 4.46834  -0.329
H: -2.30417 -5.80520 2.25211  -0.030
H: -1.41894 -7.27102 1.78970  0.281
H: -3.15052 -7.13224 1.43015  0.301

Summary:
- HOMO-LUMO gap (Eh) = 0.377
- calculated total energy (eV) = -200744.110
- HOMO level (eV) = -13.1
- LUMO level (eV) = -2.8
- 2S+1 = 1
- net charge = +1


Computed, not measured: 5 unconnected molecules or ions with the total composition C22H36BrNO15S, with ωB97M-V with the def2-TZVPD basis set.

Last column: Mulliken charge in e.
Atoms and positions in Å:
C: 1.73927 3.77244 -2.83437  -0.576
O: 0.59656 2.95996 -2.40589  -0.203
C: 1.19715 1.75519 -1.91671  -0.165
O: 0.27791 0.61702 -1.93938  -0.296
C: 0.54297 -0.22835 -0.83736  0.824
O: 0.20621 0.18521 0.29876  -0.539
N: 1.24263 -1.54445 -0.97109  -0.304
Br: 1.28122 -2.24013 0.77037  0.003
C: 2.60722 -1.17755 -1.48740  -0.069
C: 3.70601 -2.33602 -1.38975  -0.502
C: 4.99844 -1.72101 -0.66580  -0.667
S: 4.77198 -1.46591 1.18313  -0.094
H: 1.44794 4.85537 -3.00333  0.277
H: 2.25351 3.33410 -3.76211  0.322
H: 2.54079 3.76237 -2.00829  0.259
H: 1.68718 1.89621 -0.88482  0.116
H: 2.06404 1.50410 -2.63826  0.122
H: 2.93278 -0.18714 -0.99211  0.018
H: 2.46925 -0.92907 -2.60488  0.231
H: 4.03568 -2.57778 -2.46853  0.273
H: 3.33474 -3.31503 -0.95290  0.309
H: 5.12082 -0.65557 -1.09052  0.290
H: 5.97542 -2.25518 -0.91125  0.394
H: 3.74509 -0.52489 1.36061  0.058
C: -0.30664 -4.73476 5.76591  -1.294
C: 0.63658 -4.94282 4.59096  0.603
C: 1.67092 -6.00823 4.81772  -0.621
O: 2.73530 -5.58678 3.97242  -0.308
C: 2.64514 -4.23052 3.88814  0.513
O: 3.50115 -3.52053 3.45013  -0.469
O: 1.44951 -3.78776 4.37292  -0.344
H: -0.20947 -5.52608 6.51348  0.363
H: -0.14343 -3.77099 6.25172  0.330
H: -1.34355 -4.75827 5.42197  0.305
H: 0.06785 -5.12741 3.67371  0.257
H: 1.31656 -6.99973 4.53145  0.322
H: 2.04211 -6.04375 5.84673  0.342
C: 3.13946 2.17627 4.25309  -1.188
C: 3.21757 3.29577 3.22640  0.525
C: 1.88395 3.87022 2.84491  -0.605
O: 2.12435 4.34958 1.52554  -0.311
C: 3.10015 3.55989 1.00341  0.549
O: 3.39527 3.52415 -0.15824  -0.614
O: 3.69587 2.81014 1.96984  -0.306
H: 2.14454 2.09873 4.69857  0.365
H: 3.40697 1.20989 3.82148  0.225
H: 3.83293 2.37285 5.07425  0.319
H: 3.90645 4.07627 3.56534  0.276
H: 1.57685 4.68330 3.50442  0.324
H: 1.08445 3.12430 2.79961  0.340
C: -2.68474 2.56319 -2.70343  -1.044
C: -3.33225 3.81342 -2.13060  0.620
C: -3.22600 3.92694 -0.63726  -0.513
O: -4.36710 4.71249 -0.30819  -0.354
C: -5.30118 4.45302 -1.26477  0.557
O: -6.45439 4.75897 -1.18606  -0.539
O: -4.74894 3.79437 -2.32301  -0.399
H: -2.07311 2.04268 -1.96259  0.122
H: -3.42577 1.86552 -3.09927  0.324
H: -2.01559 2.83217 -3.52376  0.302
H: -2.94119 4.70714 -2.62771  0.281
H: -2.30736 4.42426 -0.32222  0.299
H: -3.30865 2.96604 -0.11986  0.343
C: -3.95928 -1.30211 -2.51678  -1.121
C: -4.52303 -1.96224 -3.76559  0.568
C: -5.90474 -1.50035 -4.13108  -0.593
O: -6.42829 -2.62432 -4.82948  -0.330
C: -5.80260 -3.72044 -4.31748  0.587
O: -6.15178 -4.84821 -4.50382  -0.532
O: -4.72683 -3.36156 -3.56043  -0.367
H: -4.56619 -0.45260 -2.19278  0.338
H: -3.87250 -2.00725 -1.68803  0.402
H: -2.95975 -0.90966 -2.72110  0.109
H: -3.82863 -1.84668 -4.60429  0.280
H: -5.89252 -0.61637 -4.77069  0.315
H: -6.54327 -1.30600 -3.26376  0.365

Summary:
- HOMO-LUMO gap (Eh) = 0.330
- SMILES string = COCOC(=O)N(Br)CCCS.C[C@@H]1COC(=O)O1.C[C@@H]1COC(=O)O1.C[C@@H]1COC(=O)O1.C[C@@H]1COC(=O)O1
- calculated total energy (eV) = -136474.987
- HOMO level (eV) = -8.7
- LUMO level (eV) = 0.3
- 2S+1 = 1
- net charge = 0


Computed, not measured: 2 unconnected molecules or ions with the total composition C22H36ClFNO4PS, with ωB97M-V with the def2-TZVPD basis set.

Last column: Mulliken charge in e.
Atoms and positions in Å:
C: -4.85854 -3.54592 -1.66905  -1.074
C: -4.38834 -2.35197 -2.56565  -0.713
C: -2.83124 -2.16341 -2.56728  -0.590
C: -2.42533 -1.09811 -1.52869  0.226
C: -3.09466 -1.28416 -0.10247  -1.579
C: -0.93459 -1.04961 -1.29509  -0.583
C: -0.13357 0.09298 -1.45876  1.059
C: -0.71981 1.42717 -1.89589  -0.612
C: -0.14166 1.97779 -3.22217  -0.171
O: -0.07093 1.37417 -4.25624  -0.411
C: 1.23599 0.05354 -1.19055  1.157
C: 2.07526 1.32397 -1.34541  -0.727
O: 2.01952 2.11968 -0.44699  -0.322
O: 2.80327 1.55941 -2.50068  -0.207
P: 4.44416 1.29062 -2.40077  0.203
S: 5.32160 1.92245 -0.81115  -0.290
C: 1.81192 -1.15789 -0.74630  0.264
C: 3.27608 -1.35400 -0.37012  -0.222
C: 3.41656 -1.81212 1.13260  -1.031
C: 3.67378 -0.64712 2.10550  -1.072
C: 2.54685 0.42645 2.10869  0.761
C: 2.11839 0.89984 3.54149  -0.679
C: 0.57755 1.07088 3.68260  -0.667
C: 0.08341 2.53949 3.57419  -0.534
C: -0.44013 2.90421 2.15843  0.178
O: -1.38144 3.96669 2.17809  -0.473
C: -2.69593 3.51346 2.45703  -0.740
C: 0.98367 -2.23142 -0.60937  -0.333
N: -0.31912 -2.15637 -0.87130  0.556
F: -1.00251 -3.28969 -0.64935  -0.199
H: -5.86041 -3.88824 -1.96664  0.369
H: -4.97792 -3.18182 -0.63214  0.245
H: -4.12113 -4.35647 -1.62278  0.263
H: -4.92230 -1.45176 -2.22227  0.286
H: -4.71720 -2.60939 -3.58395  0.399
H: -2.41472 -3.15678 -2.38865  0.439
H: -2.51815 -1.84673 -3.65089  0.012
H: -2.82449 -0.14246 -1.88809  0.509
H: -2.55843 -0.59946 0.58070  0.248
H: -2.98845 -2.31811 0.23524  0.346
H: -4.13450 -0.95169 -0.16830  0.420
H: -0.47061 2.15317 -1.10184  -0.001
H: -1.81128 1.43706 -1.97910  0.622
H: 0.26396 3.02169 -3.18494  0.395
H: 4.73327 -0.07301 -2.65132  0.113
H: 4.95645 1.98637 -3.51766  0.158
H: 3.87878 -0.44198 -0.45767  -0.569
H: 3.73006 -2.16646 -0.95649  0.430
H: 2.53774 -2.37627 1.47958  0.452
H: 4.27400 -2.49814 1.23033  0.416
H: 3.79121 -1.04845 3.12600  0.565
H: 4.62569 -0.13680 1.88291  0.262
H: 1.65164 0.03503 1.60635  -0.471
H: 2.95957 1.31421 1.61354  0.116
H: 2.47846 0.15822 4.26622  0.382
H: 2.55646 1.89398 3.71114  0.339
H: 0.32028 0.74316 4.70496  0.412
H: 0.00964 0.39979 3.01517  0.260
H: -0.78026 2.63836 4.25400  0.312
H: 0.85215 3.23249 3.93952  0.325
H: -0.85435 1.99978 1.68026  -0.054
H: 0.42311 3.28933 1.59185  0.101
H: -3.34497 3.50888 1.56434  0.258
H: -3.14658 4.23531 3.15799  0.254
H: -2.72144 2.52152 2.93521  0.319
H: 1.39019 -3.18384 -0.27216  0.610
Cl: -1.21567 -2.46151 -4.76575  -0.718

Summary:
- HOMO-LUMO gap (Eh) = 0.175
- calculated total energy (eV) = -68436.484
- HOMO level (eV) = -6.4
- LUMO level (eV) = -1.6
- 2S+1 = 1
- net charge = 0


The highest HOMO-LUMO gap belongs to which entry? C22H36Br2ClN9OP


What is the formula in the first record? C22H36Br2ClN9OP


What is the HOMO-LUMO gap in the second record? 0.330 Eh